Record 1
DFT (ωB97M-V with the def2-TZVPD basis set) results for a molecular structure, C23H42CaCl3N4O3Si at a distorted geometry.

Element x y z (Å)
C: -1.071 -5.784 1.912
Si: -0.396 4.844 -5.736
N: 2.788 -1.752 -1.686
Ca: 0.000 0.000 0.000
C: 1.418 4.861 -5.295
H: 3.110 -1.019 -3.612
H: -0.606 -4.226 -4.880
N: 0.000 0.000 4.731
Cl: -0.650 3.432 -7.273
H: -3.198 -5.820 1.630
H: 2.968 -1.836 0.338
H: 0.676 4.519 3.228
H: -0.419 5.923 0.623
H: 2.042 -0.237 5.153
H: -0.946 0.611 6.533
O: -0.018 -1.701 -0.789
H: 1.662 4.996 1.838
H: 1.751 3.883 -4.953
H: 1.898 -0.132 -2.644
Cl: -0.274 1.217 -1.958
H: 0.652 -5.262 -4.216
C: 1.021 4.212 2.241
C: -0.331 2.793 0.806
H: -0.369 6.790 -7.272
H: -1.039 -1.085 -3.148
C: -1.006 -3.089 -2.419
H: 1.053 -5.492 1.989
C: 3.252 -3.115 -1.826
H: -1.197 2.741 0.147
C: -1.450 4.291 -4.298
C: -1.449 -2.060 -3.407
H: 4.060 -3.167 -2.554
H: -1.062 1.761 5.150
H: 3.616 -3.487 -0.872
C: -1.082 -2.589 -0.982
C: 2.605 -1.211 -0.490
H: -1.174 -2.295 -4.431
Cl: -2.245 0.142 0.555
H: 0.946 -0.608 6.534
C: -0.957 6.495 -6.405
H: 1.586 3.292 2.325
H: 1.025 -3.616 0.364
H: 2.030 5.139 -6.151
H: -0.282 -4.960 -1.894
C: 2.298 -1.107 -2.892
H: -0.850 7.273 -5.648
H: -1.013 -5.789 -4.189
H: -3.193 -3.981 -0.016
H: 1.614 5.578 -4.497
O: 2.103 -0.096 -0.267
C: -0.548 -4.306 -2.718
H: -2.036 -2.060 -0.878
H: -1.069 -6.596 2.628
O: 0.384 1.798 1.011
H: -1.428 5.480 2.008
H: 1.498 -1.708 -3.316
C: 0.000 0.000 3.261
C: 1.065 -0.684 5.433
C: -1.075 -3.694 0.048
H: -2.002 6.465 -6.707
C: -0.978 5.109 1.086
C: 0.118 -5.163 1.553
C: -1.064 0.686 5.431
C: -2.264 -5.349 1.349
C: -0.374 -4.911 -4.070
H: -2.501 4.235 -4.576
H: 1.064 -1.759 5.154
H: 2.430 -3.749 -2.161
H: -1.362 4.989 -3.465
N: -0.107 3.987 1.360
H: -1.148 3.308 -3.941
C: 0.111 -4.123 0.634
N: 0.000 0.000 2.000
H: -2.042 0.240 5.152
C: -2.262 -4.315 0.425
H: -2.536 -1.950 -3.373
H: -1.770 4.804 0.411

Output
Relative energy (zero: lowest compared OMol25 entry of this formula, charge and spin) in kJ/mol: 368.5
E_LUMO in eV: 2.40
Net charge: -1
HOMO-LUMO gap in eV: 6.93
Highest occupied orbital energy in eV: -4.530

Record 2
DFT (ωB97M-V with the def2-TZVPD basis set) results for a molecular structure, C12H21N3O5Pd.

Element x y z (Å)
N: -2.204 0.810 -0.011
H: -2.981 1.876 1.654
C: 3.299 0.717 0.848
H: -0.921 2.183 -0.943
O: -1.077 1.210 -3.416
H: 3.719 0.823 -1.740
H: 1.325 0.505 1.830
H: 3.686 0.570 1.856
N: 1.298 -0.413 -0.042
H: 1.415 -0.976 -2.056
C: 3.386 -1.636 0.475
C: -1.770 1.555 -1.206
H: -4.739 -1.431 0.450
C: 3.351 -0.138 -1.381
O: -1.250 -0.622 -2.122
C: -2.031 1.481 1.289
H: -2.968 -2.077 -1.055
H: 1.323 1.612 0.458
H: -2.562 2.211 -1.580
C: 1.746 0.684 0.844
H: 1.468 -2.498 -0.172
H: 3.670 1.676 0.487
H: 3.773 -1.783 1.483
C: -1.323 0.648 -2.366
H: 1.430 -1.840 1.477
O: -2.826 -2.080 -0.095
H: -4.310 0.922 0.168
Pd: -0.842 -0.905 -0.013
O: -0.886 -0.501 2.086
H: 3.777 -0.914 -2.017
H: -3.404 -1.049 1.548
N: 3.838 -0.338 -0.015
C: 1.831 -1.696 0.474
H: 3.806 -2.415 -0.162
H: -1.352 2.323 1.168
O: -1.486 1.107 3.530
H: -3.700 0.083 -1.263
C: -1.429 0.624 2.415
C: -3.702 -1.104 0.504
C: 1.798 -0.183 -1.418
H: 1.369 0.751 -1.779
C: -3.545 0.227 -0.193

Output
Relative energy (zero: lowest compared OMol25 entry of this formula, charge and spin) in kJ/mol: 0.0
E_LUMO (alpha / beta) in eV: 0.42 / -1.31
Spin multiplicity: 3
Net charge: 0
HOMO-LUMO gap (alpha / beta) in eV: 8.76 / 7.66
Highest occupied orbital energy (alpha / beta) in eV: -8.339 / -8.972

Record 3
DFT (ωB97M-V with the def2-TZVPD basis set) results for a molecular structure, C30H69ClF4GaO13S at a distorted geometry.

Element x y z (Å)
O: 2.924 -6.075 -5.584
H: -5.239 1.832 0.485
C: -2.843 7.678 -0.469
C: 3.457 -7.287 -6.100
H: 0.675 -3.525 -7.535
H: 5.097 1.178 5.697
H: 1.054 2.285 -0.898
H: 2.015 6.518 3.012
H: -4.955 2.443 -3.486
C: -5.835 2.317 -1.488
C: -1.694 4.439 -3.833
H: 0.842 -5.998 9.591
H: -2.064 2.481 -0.315
C: 4.416 -5.671 -2.143
H: -2.297 -2.740 4.508
H: 1.393 -5.042 -6.975
C: 4.098 0.819 5.444
H: -2.158 8.639 1.339
Cl: 2.391 -1.020 -1.735
H: 0.682 -4.152 7.953
O: 2.857 0.817 0.045
H: 3.041 5.213 2.384
H: -4.650 7.500 0.242
H: -1.777 3.725 -4.646
O: -4.018 4.797 -3.749
H: -4.006 0.607 -1.711
H: 3.822 -4.879 -0.215
H: -3.580 0.404 -0.004
H: 4.208 -8.041 -4.221
H: 5.398 -6.017 -1.800
F: -2.474 -1.202 -2.802
C: 0.664 -3.516 8.840
H: -4.292 3.139 -0.176
O: 4.516 -5.264 -3.513
H: -2.278 2.281 -2.046
H: 4.659 -1.262 5.367
H: 0.835 -4.404 -4.868
H: 3.947 -9.293 -5.448
O: -3.879 6.929 0.172
C: -2.478 8.916 0.333
C: -3.669 1.129 -0.815
H: -1.674 9.472 -0.151
H: -6.708 2.816 -1.058
H: 1.213 1.435 -2.466
H: -1.542 -4.232 -6.628
C: 1.007 1.319 -1.401
C: -0.345 -0.734 -3.743
H: -0.526 0.295 -4.070
C: -0.861 -2.283 5.738
H: -0.665 -1.439 -4.512
H: -0.943 -5.427 -7.795
H: 4.040 -0.737 6.941
H: 4.445 -7.094 -6.533
H: -0.120 -2.924 5.246
H: -3.162 7.949 -1.474
C: -5.418 3.106 -2.754
H: -0.874 -0.748 4.205
H: -0.836 -5.739 -6.054
H: -6.337 3.489 -3.206
O: -1.893 -1.230 1.516
H: 2.452 -4.334 9.722
O: 2.610 -1.104 5.562
C: 3.553 -8.363 -5.034
H: 5.123 -4.519 -3.549
O: -2.689 6.532 -3.258
F: -0.220 2.112 1.599
C: 2.138 0.550 -0.851
H: 2.789 -7.599 -6.903
H: 2.475 -1.030 4.610
C: -2.802 5.388 -3.594
H: -3.675 4.036 -1.861
C: 1.401 -4.175 9.989
O: 0.497 -1.302 1.342
C: -4.530 4.301 -2.478
H: 0.540 6.315 1.001
C: 2.027 5.615 2.399
H: -3.343 9.577 0.436
F: 0.623 0.825 3.086
H: 3.734 -6.520 -2.128
H: 3.954 0.928 4.367
H: 3.507 -5.769 -4.877
H: -0.212 3.584 -2.567
H: 3.361 1.451 5.940
C: -1.109 -1.035 -2.469
H: 0.718 -0.844 -3.559
O: 0.815 -5.421 10.360
H: 2.934 -4.208 -1.593
C: 0.610 -4.307 -6.778
H: -1.456 -0.225 5.767
H: 1.008 4.092 0.573
H: 2.570 -8.558 -4.605
C: -0.450 0.985 2.310
H: 1.385 4.869 2.871
Ga: -0.798 0.402 -1.073
C: 1.557 5.907 0.985
H: -0.739 -1.984 -2.069
C: -0.712 -0.853 5.271
H: 1.117 -2.557 8.581
H: 0.283 -0.473 5.503
C: -2.291 1.744 -1.096
H: -0.715 -2.352 6.814
O: -2.167 -2.792 5.462
H: -1.989 7.010 -0.557
O: 1.591 4.745 0.167
H: -5.103 5.090 -1.988
H: 2.208 6.638 0.506
C: -0.591 4.478 -3.053
C: -4.741 2.179 -0.426
F: -1.489 1.195 3.114
C: -0.759 -4.966 -6.823
O: 0.872 -3.701 -5.525
C: 3.915 -0.629 5.863
H: 4.586 -3.695 -1.286
C: 3.910 -4.552 -1.252
H: 1.369 -3.549 10.880
H: -6.146 1.318 -1.798
H: -0.033 5.396 -2.893
S: -0.698 -0.491 1.127
H: -0.382 -3.352 9.101

Output
E_LUMO in eV: 1.96
Net charge: -1
HOMO-LUMO gap in eV: 7.98
Highest occupied orbital energy in eV: -6.019

Record 4
DFT (ωB97M-V with the def2-TZVPD basis set) results for 2 unconnected molecules or ions with the total composition C9H12N6O5 at a distorted geometry.

Element x y z (Å)
C: 0.830 2.291 -2.345
H: -2.596 -3.701 2.871
N: 2.318 1.685 -4.345
H: 0.072 -0.013 1.977
H: -3.563 -1.006 1.060
N: -1.427 -2.283 1.815
H: -3.208 0.473 2.028
N: -0.528 2.900 -0.603
N: 0.112 3.336 -2.818
N: 2.796 -0.708 -0.062
C: -2.774 -0.321 1.396
H: 0.910 0.999 0.828
C: -0.693 -0.242 2.734
O: 3.744 -1.343 -0.575
C: 0.470 2.046 -0.988
H: -0.220 -0.832 3.534
C: 1.905 1.509 -2.966
O: 1.771 2.514 -5.091
H: -2.239 -4.084 1.170
H: -3.433 -2.804 1.565
O: 2.402 -0.907 1.115
O: -0.704 3.705 -1.767
C: 2.141 0.308 -0.848
H: -1.105 0.694 3.135
C: -2.497 -3.276 1.861
O: 3.251 0.939 -4.731
H: -2.320 0.179 0.515
H: -0.615 -2.575 2.369
C: 1.136 1.068 -0.229
H: 3.332 -0.068 -2.624
C: 2.532 0.528 -2.197
N: -1.799 -1.009 2.215

Output
SMILES: O=[N+]([O-])c1cc([N+](=O)[O-])c2nonc2c1.CNN(C)C
Relative energy (zero: lowest compared OMol25 entry of this formula, charge and spin) in kJ/mol: 977.4
E_LUMO in eV: -2.78
Net charge: 0
HOMO-LUMO gap in eV: 4.38
Highest occupied orbital energy in eV: -7.160